[1]
The following is a quantum chemistry calculation of a structure of composition C30H29LuN5O4S3 at a distorted geometry, from the Open Molecules 2025 dataset.

As for the charge: +1. As for the multiplicity: 1. The HOMO energy (alpha / beta) is -10.1 / -10.1 eV. The calculation puts the relative energy (zero: lowest compared OMol25 entry of this formula, charge and spin) at 0.000 eV. The calculation puts the molecular weight at 794.761 g/mol. As for the energy: -113344.0835 eV.

Each line ends with the Mulliken charge.
Positions of all 72 atoms, in Å:
Lu (-0.12, 0.55, -0.12)  0.8958
C (-0.40, -4.32, 1.03)  -0.6994
C (-1.61, -3.84, 1.52)  -0.7336
C (-1.77, -2.50, 1.85)  -0.2936
C (-0.69, -1.63, 1.70)  0.0889
C (0.51, -2.10, 1.21)  0.1797
C (0.66, -3.45, 0.87)  -0.5017
N (-0.81, -0.22, 1.87)  0.2297
C (-1.32, 0.33, 2.97)  1.2017
C (-1.51, -0.41, 4.18)  -0.9559
C (-2.01, 0.17, 5.30)  -0.6015
C (-2.41, 1.53, 5.34)  -0.8822
C (-2.26, 2.27, 4.22)  -0.3883
C (-1.71, 1.72, 3.02)  -0.0561
N (-1.70, 2.61, 2.00)  -1.2651
N (-1.17, 2.27, 0.89)  1.2789
C (-1.28, 3.22, -0.16)  0.2885
C (-1.95, 4.43, -0.15)  -0.8796
C (-1.93, 5.16, -1.32)  -0.3510
C (-1.24, 4.68, -2.44)  -0.8151
C (-0.60, 3.47, -2.34)  -0.4564
N (-0.61, 2.75, -1.21)  0.2268
H (-0.29, -5.36, 0.77)  0.4652
H (-2.45, -4.51, 1.64)  0.4124
H (-2.72, -2.13, 2.20)  0.5856
H (1.36, -1.43, 1.12)  -0.4796
H (1.61, -3.80, 0.48)  0.5002
H (-1.21, -1.45, 4.20)  0.4706
H (-2.11, -0.44, 6.19)  0.4124
H (-2.82, 1.96, 6.25)  0.3970
H (-2.54, 3.32, 4.19)  0.4670
H (-2.48, 4.75, 0.74)  0.5248
H (-2.44, 6.12, -1.37)  0.4263
H (-1.21, 5.24, -3.37)  0.4332
H (-0.05, 3.05, -3.17)  0.4697
C (4.38, 0.38, 1.59)  -0.7882
C (3.30, 0.98, 2.48)  -0.9897
S (1.86, 1.74, 1.73)  0.4306
C (2.50, 3.06, 0.70)  -1.0783
C (3.15, 2.69, -0.65)  -0.8605
S (2.21, 1.50, -1.62)  0.0838
C (3.41, 0.27, -2.16)  -0.6351
C (4.44, -0.23, -1.15)  -0.9921
S (3.78, -0.85, 0.40)  0.1499
H (5.11, -0.10, 2.23)  0.5478
H (4.90, 1.16, 1.05)  0.2675
H (3.75, 1.72, 3.14)  0.6174
H (2.87, 0.21, 3.13)  0.4041
H (3.21, 3.66, 1.28)  0.6708
H (1.64, 3.71, 0.53)  0.2962
H (4.15, 2.29, -0.51)  0.3296
H (3.26, 3.60, -1.24)  0.5772
H (3.93, 0.67, -3.04)  0.4945
H (2.79, -0.55, -2.51)  0.2989
H (5.19, 0.53, -0.93)  0.5413
H (4.99, -1.05, -1.63)  0.4791
O (-1.86, -0.07, -1.16)  -0.9010
C (-1.18, -0.95, -1.80)  1.0323
O (0.09, -0.98, -1.65)  -0.5802
C (-1.84, -1.96, -2.65)  0.1309
C (-3.19, -1.86, -2.99)  -0.4946
C (-3.77, -2.83, -3.79)  -0.6689
C (-3.01, -3.91, -4.23)  -0.4922
C (-1.68, -3.98, -3.86)  -0.1695
C (-1.07, -3.03, -3.09)  -0.2900
N (-0.87, -5.14, -4.32)  1.0603
O (0.27, -5.21, -3.92)  -0.6051
O (-1.38, -5.91, -5.10)  -0.6077
H (-3.76, -1.02, -2.62)  0.5313
H (-4.81, -2.76, -4.06)  0.4173
H (-3.43, -4.69, -4.85)  0.5294
H (-0.03, -3.12, -2.82)  0.6676

=====

[2]
The following is a quantum chemistry calculation of a structure of composition C30H29N3O2Ru, from the Open Molecules 2025 dataset.

As for the charge: +2. As for the multiplicity: 5. The HOMO energy (alpha / beta) is -13.7 / -13.6 eV. Its expectation value of S² is 6.06. The calculation puts the molecular weight at 564.651 g/mol. As for the energy: -42712.8884 eV.

Each line ends with the natural charge from an NBO analysis.
Positions of all 65 atoms, in Å:
Ru (0.81, -0.96, -0.33)  1.2700
C (0.03, -5.29, -1.64)  -0.7282
C (0.78, -4.03, -1.41)  0.6508
O (0.17, -3.04, -1.01)  -0.6175
C (2.25, -3.98, -1.67)  -0.2439
C (2.87, -5.03, -2.28)  -0.0540
C (4.26, -5.03, -2.54)  -0.0964
C (5.06, -3.95, -2.16)  -0.1885
C (4.49, -2.87, -1.54)  -0.1468
C (3.07, -2.85, -1.29)  0.4303
O (2.59, -1.82, -0.73)  -0.5721
H (-0.98, -5.18, -1.26)  0.2667
H (0.51, -6.15, -1.17)  0.2592
H (-0.02, -5.50, -2.72)  0.2648
H (2.29, -5.90, -2.58)  0.2336
H (4.70, -5.88, -3.04)  0.2493
H (6.12, -3.97, -2.36)  0.2589
H (5.06, -2.01, -1.22)  0.2541
C (-4.23, 3.51, -0.04)  -0.6441
C (-3.23, 4.10, 0.92)  -0.0454
C (-3.54, 5.21, 1.70)  -0.1679
C (-2.63, 5.75, 2.59)  -0.1790
C (-1.36, 5.19, 2.71)  -0.1948
C (-1.02, 4.10, 1.93)  -0.2643
C (-1.96, 3.55, 1.07)  0.1617
N (-1.62, 2.42, 0.24)  -0.5716
C (-0.94, 1.34, 0.60)  0.6753
N (-0.69, 1.10, 1.89)  -0.5743
C (0.18, 0.12, 2.43)  0.1991
C (0.98, -0.70, 1.63)  -0.2218
C (1.88, -1.58, 2.25)  -0.2143
C (1.93, -1.67, 3.62)  -0.2029
C (1.11, -0.87, 4.39)  -0.1403
C (0.23, 0.04, 3.82)  -0.0479
C (-0.64, 0.92, 4.69)  -0.6542
N (-0.55, 0.44, -0.30)  -0.5764
C (-0.32, 0.73, -1.69)  -0.0004
C (0.63, 1.70, -2.05)  -0.2016
C (0.95, 1.90, -3.37)  -0.2046
C (0.32, 1.13, -4.35)  -0.1364
C (-0.61, 0.17, -3.99)  -0.2082
C (-0.97, -0.05, -2.66)  0.0079
C (-2.09, -1.00, -2.33)  -0.6505
H (-5.20, 3.98, 0.09)  0.2492
H (-4.36, 2.44, 0.10)  0.2212
H (-3.94, 3.68, -1.08)  0.2207
H (-4.52, 5.65, 1.60)  0.2313
H (-2.90, 6.61, 3.18)  0.2393
H (-0.63, 5.62, 3.38)  0.2355
H (-0.01, 3.69, 1.98)  0.2197
H (-1.95, 2.43, -0.72)  0.4275
H (-1.12, 1.74, 2.54)  0.4471
H (2.54, -2.19, 1.65)  0.2202
H (2.62, -2.36, 4.10)  0.2393
H (1.15, -0.93, 5.47)  0.2348
H (-0.51, 0.67, 5.74)  0.2536
H (-1.70, 0.80, 4.45)  0.2294
H (-0.39, 1.98, 4.58)  0.2275
H (1.11, 2.28, -1.27)  0.2347
H (1.67, 2.65, -3.65)  0.2451
H (0.56, 1.28, -5.39)  0.2413
H (-1.11, -0.41, -4.76)  0.2361
H (-2.15, -1.79, -3.07)  0.2378
H (-3.04, -0.47, -2.33)  0.2464
H (-1.99, -1.46, -1.35)  0.2287

=====

[3]
The following is a quantum chemistry calculation of a structure of composition C30H29NO2P2PtS2, from the Open Molecules 2025 dataset.

As for the charge: +2. As for the multiplicity: 1. The HOMO energy is -14.3 eV. The calculation puts the relative energy (zero: lowest compared OMol25 entry of this formula, charge and spin) at 0.704 eV. The calculation puts the molecular weight at 756.727 g/mol. As for the energy: -80647.8170 eV.

Each line ends with the natural charge from an NBO analysis.
Positions of all 67 atoms, in Å:
Pt (-1.60, -0.40, -0.32)  0.8536
S (-1.72, 1.47, -1.80)  -0.3489
P (-0.09, 2.01, -0.70)  1.3692
C (-0.06, 0.45, 0.21)  -0.6482
P (0.83, -0.78, 1.14)  1.3981
S (-0.73, -2.09, 1.13)  -0.3994
C (2.19, -1.23, 0.08)  -0.3763
C (3.45, -0.69, 0.35)  -0.1949
C (4.50, -0.97, -0.52)  -0.1880
C (4.28, -1.77, -1.64)  -0.1457
C (3.03, -2.30, -1.89)  -0.2038
C (1.97, -2.03, -1.04)  -0.1804
C (1.41, -0.25, 2.73)  -0.4875
C (1.85, -1.23, 3.62)  -0.1053
C (2.33, -0.84, 4.86)  -0.2024
C (2.36, 0.51, 5.20)  -0.1496
C (1.92, 1.48, 4.31)  -0.1848
C (1.43, 1.10, 3.06)  -0.1858
C (1.44, 2.19, -1.58)  -0.3897
C (1.54, 1.75, -2.89)  -0.1717
C (2.76, 1.85, -3.55)  -0.2002
C (3.86, 2.36, -2.90)  -0.1475
C (3.77, 2.79, -1.58)  -0.1900
C (2.56, 2.71, -0.91)  -0.2074
C (-0.38, 3.35, 0.43)  -0.3987
C (0.11, 4.63, 0.15)  -0.1771
C (-0.22, 5.67, 0.99)  -0.1955
C (-1.03, 5.45, 2.10)  -0.1452
C (-1.52, 4.18, 2.37)  -0.1847
C (-1.21, 3.12, 1.53)  -0.2021
H (3.62, -0.08, 1.22)  0.2366
H (5.49, -0.57, -0.32)  0.2392
H (5.11, -1.99, -2.30)  0.2399
H (2.87, -2.93, -2.76)  0.2364
H (0.99, -2.45, -1.22)  0.2276
H (1.82, -2.28, 3.35)  0.2256
H (2.68, -1.58, 5.56)  0.2437
H (2.73, 0.81, 6.17)  0.2426
H (1.94, 2.52, 4.58)  0.2372
H (1.08, 1.85, 2.37)  0.2210
H (0.67, 1.36, -3.40)  0.2403
H (2.83, 1.52, -4.58)  0.2405
H (4.81, 2.44, -3.42)  0.2404
H (4.64, 3.19, -1.07)  0.2391
H (2.49, 3.05, 0.12)  0.2303
H (0.73, 4.80, -0.72)  0.2353
H (0.14, 6.67, 0.78)  0.2437
H (-1.29, 6.27, 2.76)  0.2425
H (-2.16, 4.01, 3.23)  0.2414
H (-1.62, 2.14, 1.72)  0.2272
O (-4.96, -1.92, 0.68)  -0.5255
C (-4.14, -2.09, -0.17)  0.7643
O (-3.43, -1.15, -0.76)  -0.8429
C (-3.90, -3.51, -0.74)  -0.1558
N (-3.70, -3.38, -2.25)  -0.5129
C (-4.84, -4.11, -2.94)  -0.2189
C (-5.91, -4.17, -1.87)  -0.4268
C (-5.11, -4.42, -0.59)  -0.4263
H (-2.99, -3.91, -0.30)  0.2451
H (-2.79, -3.74, -2.54)  0.4342
H (-3.70, -2.37, -2.45)  0.4563
H (-4.47, -5.10, -3.19)  0.2248
H (-5.10, -3.57, -3.84)  0.2410
H (-6.64, -4.95, -2.08)  0.2617
H (-6.45, -3.22, -1.80)  0.2314
H (-4.80, -5.47, -0.52)  0.2274
H (-5.66, -4.16, 0.31)  0.2826

=====

- Among the records above, which one has the highest molecular weight?
  C30H29LuN5O4S3